The following is a quantum chemistry calculation of a gas-phase ion, C2H5N4O5 (charge +1) in a non-equilibrium geometry, from OMol25.

Computed properties:
SMILES: NC(N)=C(O)[N+](=O)O[N+](=O)[O-]
HOMO level (alpha / beta), eV: -13.81 / -13.81
Orbital gap (alpha / beta), eV: 8.280 / 8.280
M, g/mol: 165.085
Net charge: +1

Element x y z (Å)
1 C 0.028 -0.912 -0.891
2 C -0.340 0.454 -0.416
3 N 1.149 -1.071 -1.556
4 N -1.156 0.537 0.619
5 N 0.450 1.695 2.230
6 N -0.640 -1.980 -0.510
7 O -1.772 -0.421 1.045
8 O -0.910 1.657 1.371
9 O 0.474 2.690 2.757
10 O 1.200 0.828 2.071
11 O 0.455 1.467 -0.920
12 H 1.607 -0.439 -2.201
13 H 1.411 -1.992 -1.761
14 H -1.436 -1.932 0.140
15 H -0.439 -2.859 -1.020
16 H -0.082 2.277 -0.956

Atomic charges from the Mulliken analysis, expressed in e, are listed below: atom 1 (C): 0.7759, atom 2 (C): 0.0247, atom 3 (N): -0.3411, atom 4 (N): 0.8027, atom 5 (N): 1.1786, atom 6 (N): -0.3323, atom 7 (O): -0.7312, atom 8 (O): -0.4396, atom 9 (O): -0.4153, atom 10 (O): -0.4032, atom 11 (O): -0.4693, atom 12 (H): 0.2673, atom 13 (H): 0.1909, atom 14 (H): 0.2560, atom 15 (H): 0.2303, atom 16 (H): 0.4057

---

The following is a quantum chemistry calculation of 2 unconnected molecules or ions with the total composition C5H13O2 in a non-equilibrium geometry, from OMol25.

Computed properties:
HOMO level, eV: -2.32
Orbital gap, eV: 6.320
M, g/mol: 105.157
Net charge: -1

Element x y z (Å)
1 C 0.015 -1.316 1.385
2 O -0.671 -0.186 1.206
3 C 1.329 -1.597 0.295
4 C 1.477 -0.353 -0.586
5 C 0.321 -0.490 -1.738
6 C -0.586 0.726 -1.737
7 H 0.481 -1.389 2.408
8 H -0.719 -2.122 1.075
9 H 0.953 -2.511 -0.163
10 H 2.141 -1.802 0.970
11 H 2.509 -0.460 -0.914
12 H 1.305 0.588 -0.080
13 H -0.310 -1.394 -1.488
14 H 0.826 -0.770 -2.707
15 H -1.314 0.405 -2.511
16 H -0.267 1.705 -2.028
17 H -1.111 0.757 -0.754
18 H -2.231 2.927 1.800
19 H -1.743 3.659 3.127
20 O -2.406 3.621 2.440

Atomic charges from the Mulliken analysis, expressed in e, are listed below: atom 1 (C): -0.3971, atom 2 (O): -0.7904, atom 3 (C): -1.0173, atom 4 (C): -0.6526, atom 5 (C): -0.3582, atom 6 (C): -1.1168, atom 7 (H): 0.2090, atom 8 (H): 0.1597, atom 9 (H): 0.3619, atom 10 (H): 0.4459, atom 11 (H): 0.3983, atom 12 (H): 0.3234, atom 13 (H): 0.2044, atom 14 (H): 0.3490, atom 15 (H): 0.3269, atom 16 (H): 0.3429, atom 17 (H): 0.2155, atom 18 (H): 0.3676, atom 19 (H): 0.3094, atom 20 (O): -0.6816

---

The following is a quantum chemistry calculation of a molecular structure, C8H14N in a non-equilibrium geometry, from OMol25.

Computed properties:
HOMO level, eV: -14.26
Orbital gap, eV: 8.669
M, g/mol: 124.207
Net charge: +1

Element x y z (Å)
1 C 1.730 1.024 -0.808
2 C 1.056 -0.030 -0.475
3 C -3.207 -0.154 0.717
4 C -1.975 -0.968 0.293
5 C -3.073 1.038 0.016
6 C -1.397 -0.061 -0.818
7 C 3.161 1.135 -0.732
8 C 1.306 -1.277 0.287
9 N -2.137 1.149 -0.792
10 H -4.199 -0.624 0.395
11 H -3.223 -0.130 1.773
12 H -1.199 -1.058 1.072
13 H -2.094 -1.934 -0.108
14 H -3.657 1.846 0.173
15 H 1.274 1.932 -1.307
16 H -0.137 0.118 -0.684
17 H -1.249 -0.576 -1.786
18 H 3.522 1.141 -1.683
19 H 3.655 0.192 -0.244
20 H 3.483 2.120 -0.360
21 H 0.608 -1.376 1.095
22 H 2.295 -1.125 0.725
23 H 1.165 -2.280 -0.321

Atomic charges from the Mulliken analysis, expressed in e, are listed below: atom 1 (C): 0.1002, atom 2 (C): -0.0126, atom 3 (C): -0.4899, atom 4 (C): -0.4926, atom 5 (C): -0.2238, atom 6 (C): 0.6051, atom 7 (C): -1.2235, atom 8 (C): -0.8958, atom 9 (N): -0.4956, atom 10 (H): 0.2872, atom 11 (H): 0.3582, atom 12 (H): 0.0873, atom 13 (H): 0.4280, atom 14 (H): 0.5173, atom 15 (H): 0.3875, atom 16 (H): -0.2341, atom 17 (H): 0.4376, atom 18 (H): 0.3629, atom 19 (H): 0.2682, atom 20 (H): 0.3443, atom 21 (H): 0.2718, atom 22 (H): 0.3292, atom 23 (H): 0.2831

---

The following is a quantum chemistry calculation of 12 unconnected molecules or ions with the total composition C35H98N18O12 in a non-equilibrium geometry, from OMol25.

Computed properties:
SMILES: CC1(C)CCCC(C)(C)N1O.COC[C@H](C)N.COC[C@H](C)N.COC[C@H](C)N.COC[C@H](C)N.COC[C@H](C)N.NC(N)=O.NC(N)=O.NC(N)=O.NC(N)=O.NC(N)=O.NC(N)=O
HOMO level, eV: -8.57
Orbital gap, eV: 8.676
M, g/mol: 963.283

Element x y z (Å)
1 C -4.506 10.135 -1.031
2 C -4.060 8.658 -0.889
3 C -3.904 8.036 -2.352
4 C -2.609 8.549 -2.929
5 C -1.387 8.148 -1.964
6 C -1.502 8.678 -0.536
7 N -2.863 8.434 -0.032
8 O -3.101 8.727 1.341
9 C -0.641 7.807 0.321
10 C -1.004 10.214 -0.541
11 C -5.299 7.961 -0.185
12 H -3.773 10.571 -1.710
13 H -4.438 10.607 -0.052
14 H -5.443 10.286 -1.567
15 H -3.800 6.953 -2.291
16 H -4.748 8.351 -2.965
17 H -2.565 9.598 -3.222
18 H -2.444 8.111 -3.914
19 H -0.477 8.453 -2.483
20 H -1.324 7.065 -2.062
21 H -0.965 6.768 0.382
22 H 0.415 7.819 0.054
23 H -0.570 8.345 1.267
24 H -1.334 10.789 0.324
25 H 0.078 10.339 -0.501
26 H -1.297 10.716 -1.463
27 H -6.161 8.357 -0.724
28 H -5.637 8.248 0.811
29 H -5.274 6.872 -0.180
30 H -3.202 9.681 1.311
31 C 1.510 -4.859 -8.448
32 C 1.314 -5.687 -9.743
33 C 2.620 -6.537 -9.988
34 O 3.714 -5.679 -10.367
35 C 3.759 -5.519 -11.780
36 N 0.050 -6.440 -9.660
37 H 0.567 -4.676 -7.933
38 H 1.783 -3.816 -8.605
39 H 2.233 -5.336 -7.785
40 H 1.234 -5.067 -10.636
41 H 2.578 -7.319 -10.746
42 H 2.819 -7.101 -9.077
43 H 3.851 -6.526 -12.189
44 H 4.554 -4.794 -11.956
45 H 2.903 -5.034 -12.251
46 H -0.683 -5.848 -9.297
47 H 0.079 -7.146 -8.938
48 C 8.204 3.989 -2.451
49 C 7.295 3.717 -3.651
50 C 6.199 2.693 -3.492
51 O 6.765 1.410 -3.462
52 C 5.894 0.341 -3.601
53 N 6.565 5.031 -3.884
54 H 9.005 4.693 -2.680
55 H 8.674 3.073 -2.093
56 H 7.591 4.421 -1.660
57 H 7.911 3.628 -4.545
58 H 5.461 2.824 -4.284
59 H 5.657 2.908 -2.571
60 H 6.399 -0.623 -3.537
61 H 5.277 0.317 -4.500
62 H 5.198 0.389 -2.764
63 H 6.276 4.965 -4.849
64 H 5.741 4.965 -3.303
65 C 2.621 -0.270 1.896
66 C 1.138 -0.737 1.826
67 C 0.491 -0.904 0.453
68 O 0.584 0.280 -0.323
69 C -0.415 0.253 -1.290
70 N 1.036 -1.932 2.652
71 H 2.882 0.700 1.473
72 H 3.253 -0.994 1.381
73 H 3.009 -0.233 2.914
74 H 0.642 0.085 2.342
75 H -0.543 -1.197 0.632
76 H 1.019 -1.683 -0.097
77 H -1.434 0.174 -0.913
78 H -0.339 -0.576 -1.994
79 H -0.441 1.183 -1.860
80 H 0.053 -2.105 2.807
81 H 1.332 -1.819 3.611
82 C 7.121 -5.957 10.582
83 C 8.486 -5.334 10.206
84 C 8.519 -4.546 8.924
85 O 8.417 -5.356 7.759
86 C 7.211 -5.177 6.942
87 N 8.879 -4.457 11.300
88 H 6.586 -5.056 10.882
89 H 7.148 -6.651 11.422
90 H 6.523 -6.394 9.783
91 H 9.270 -6.084 10.107
92 H 9.484 -4.040 8.915
93 H 7.752 -3.771 8.925
94 H 7.333 -6.004 6.242
95 H 7.305 -4.169 6.540
96 H 6.227 -5.216 7.411
97 H 9.832 -4.168 11.135
98 H 8.776 -4.853 12.223
99 C -7.220 0.172 -5.929
100 C -8.273 -0.355 -6.830
101 C -8.129 -1.755 -7.584
102 O -6.966 -1.784 -8.369
103 C -6.754 -3.039 -8.962
104 N -9.519 -0.367 -6.193
105 H -7.612 1.118 -5.554
106 H -6.286 0.329 -6.469
107 H -7.061 -0.541 -5.120
108 H -8.235 0.412 -7.603
109 H -8.975 -1.928 -8.250
110 H -8.162 -2.657 -6.973
111 H -5.827 -2.976 -9.533
112 H -7.527 -3.270 -9.695
113 H -6.623 -3.863 -8.260
114 H -9.735 0.462 -5.658
115 H -9.618 -1.073 -5.477
116 C 2.582 4.752 7.860
117 O 2.952 5.853 7.804
118 N 2.023 4.227 6.854
119 N 2.830 3.869 8.814
120 H 2.048 4.794 6.018
121 H 1.772 3.250 6.805
122 H 2.402 2.954 8.802
123 H 3.139 4.175 9.726
124 C -1.157 -1.496 9.718
125 O -0.180 -1.363 9.046
126 N -2.434 -1.415 9.328
127 N -1.202 -1.810 11.020
128 H -2.704 -1.223 8.373
129 H -3.071 -1.892 9.950
130 H -2.077 -1.896 11.517
131 H -0.323 -1.786 11.517
132 C -5.058 -5.420 -1.319
133 O -5.360 -6.043 -2.317
134 N -3.937 -5.562 -0.521
135 N -5.881 -4.559 -0.797
136 H -3.071 -5.911 -0.905
137 H -4.060 -5.290 0.444
138 H -6.816 -4.620 -1.175
139 H -5.744 -4.027 0.050
140 C -4.205 2.482 3.973
141 O -4.291 1.285 4.015
142 N -4.085 3.138 2.928
143 N -4.277 3.207 4.972
144 H -3.921 2.644 2.062
145 H -4.064 4.145 2.856
146 H -4.492 4.150 4.683
147 H -4.308 2.904 5.935
148 C 3.555 -6.929 -1.470
149 O 2.319 -7.237 -1.513
150 N 4.391 -7.155 -2.373
151 N 4.038 -6.386 -0.394
152 H 5.245 -7.594 -2.058
153 H 3.970 -7.346 -3.270
154 H 3.355 -6.130 0.305
155 H 5.025 -6.203 -0.282
156 C -5.430 -5.626 5.427
157 O -4.231 -5.321 5.201
158 N -6.390 -4.745 5.180
159 N -5.849 -6.696 5.959
160 H -6.208 -3.764 5.024
161 H -7.282 -4.902 5.627
162 H -5.152 -7.269 6.416
163 H -6.785 -6.720 6.337

Here are the Mulliken charges for atoms 1 to 99, given in e: atom 1 (C): -1.5102, atom 2 (C): 0.8906, atom 3 (C): -0.8666, atom 4 (C): -0.7100, atom 5 (C): -1.3474, atom 6 (C): 1.6846, atom 7 (N): 0.2163, atom 8 (O): -0.4079, atom 9 (C): -1.9857, atom 10 (C): -1.5760, atom 11 (C): -1.6668, atom 12 (H): 0.3575, atom 13 (H): 0.3092, atom 14 (H): 0.4542, atom 15 (H): 0.3398, atom 16 (H): 0.3764, atom 17 (H): 0.3508, atom 18 (H): 0.4013, atom 19 (H): 0.4176, atom 20 (H): 0.4226, atom 21 (H): 0.4200, atom 22 (H): 0.4295, atom 23 (H): 0.4307, atom 24 (H): 0.3262, atom 25 (H): 0.4306, atom 26 (H): 0.3344, atom 27 (H): 0.4182, atom 28 (H): 0.3464, atom 29 (H): 0.3600, atom 30 (H): 0.3531, atom 31 (C): -1.2558, atom 32 (C): 0.6954, atom 33 (C): -0.8367, atom 34 (O): -0.3349, atom 35 (C): -0.7184, atom 36 (N): -0.7579, atom 37 (H): 0.4178, atom 38 (H): 0.2876, atom 39 (H): 0.2659, atom 40 (H): 0.1195, atom 41 (H): 0.3489, atom 42 (H): 0.4142, atom 43 (H): 0.3314, atom 44 (H): 0.2479, atom 45 (H): 0.2846, atom 46 (H): 0.2500, atom 47 (H): 0.2406, atom 48 (C): -1.3228, atom 49 (C): 0.3685, atom 50 (C): -0.6809, atom 51 (O): -0.3181, atom 52 (C): -0.7267, atom 53 (N): -0.7471, atom 54 (H): 0.3412, atom 55 (H): 0.3314, atom 56 (H): 0.2807, atom 57 (H): 0.3747, atom 58 (H): 0.3772, atom 59 (H): 0.3243, atom 60 (H): 0.2517, atom 61 (H): 0.3067, atom 62 (H): 0.2871, atom 63 (H): 0.2629, atom 64 (H): 0.2898, atom 65 (C): -1.4720, atom 66 (C): 0.6472, atom 67 (C): -0.5840, atom 68 (O): -0.2917, atom 69 (C): -0.7899, atom 70 (N): -0.7661, atom 71 (H): 0.3318, atom 72 (H): 0.3403, atom 73 (H): 0.3698, atom 74 (H): 0.1450, atom 75 (H): 0.3214, atom 76 (H): 0.3210, atom 77 (H): 0.3021, atom 78 (H): 0.3198, atom 79 (H): 0.2893, atom 80 (H): 0.2527, atom 81 (H): 0.2629, atom 82 (C): -1.4036, atom 83 (C): 0.7377, atom 84 (C): -0.7762, atom 85 (O): -0.3462, atom 86 (C): -0.6969, atom 87 (N): -0.7115, atom 88 (H): 0.4060, atom 89 (H): 0.3319, atom 90 (H): 0.2819, atom 91 (H): 0.2082, atom 92 (H): 0.2743, atom 93 (H): 0.3958, atom 94 (H): 0.2284, atom 95 (H): 0.3318, atom 96 (H): 0.3035, atom 97 (H): 0.2167, atom 98 (H): 0.2183, atom 99 (C): -1.4512